Computed, not measured: a single C3H10N4 molecule at a distorted geometry, with the ωB97M-V functional and the def2-TZVPD basis.

Geometry as XYZ:
```
17
Properties=species:S:1:pos:R:3:nbo_charge:R:1
C 1.5831 0.4370 -0.7182 -0.617
C 0.3868 -0.4788 -0.5301 0.193
N -0.2600 -0.7989 -1.7635 -0.812
N 0.8031 -1.7793 0.0737 -0.842
C -0.6317 0.0101 0.4978 0.039
N -0.7988 1.2827 0.7282 -0.272
N -1.7633 1.5279 1.6612 -0.674
H 2.3818 -0.0537 -1.2856 0.230
H 1.3089 1.3587 -1.2447 0.220
H 2.0305 0.7492 0.2322 0.220
H -0.4353 0.0540 -2.2922 0.369
H -1.1486 -1.2644 -1.6142 0.358
H 1.1730 -1.6752 1.0133 0.362
H 0.0690 -2.4751 0.0145 0.360
H -1.3131 -0.7373 0.9470 0.163
H -1.9586 2.5322 1.6779 0.354
H -1.4269 1.3110 2.6028 0.349
```

For the HOMO-LUMO gap, the calculation gives 9.600 eV. The SMILES is CC(N)(N)/C=N/N. As for the spin multiplicity: 1.

---

Computed, not measured: a gas-phase ion, C3H10N4 (charge +2) at a distorted geometry, with the ωB97M-V functional and the def2-TZVPD basis.

Geometry as XYZ:
```
17
Properties=species:S:1:pos:R:3:nbo_charge:R:1
C 2.7771 -0.2057 0.0041 -0.737
C 1.3864 -0.0066 -0.3220 0.386
N 0.3501 -0.1146 0.4754 -0.322
N -1.0133 0.1572 0.0624 0.183
N -1.2541 1.4823 -0.0491 -0.631
C -2.0020 -0.8070 0.5215 -0.015
N -1.4829 -0.8585 -0.7985 -0.370
H 3.2438 -0.8463 -0.7575 0.332
H 3.3117 0.7447 -0.1580 0.339
H 2.9854 -0.5694 1.0075 0.280
H 1.1660 0.2641 -1.3571 0.251
H 0.4831 -0.3824 1.4585 0.465
H -1.9560 1.8808 0.5665 0.441
H -1.2365 1.8930 -0.9755 0.430
H -3.0046 -0.4260 0.7196 0.271
H -1.6807 -1.5995 1.1941 0.260
H -2.0732 -0.6059 -1.5916 0.438
```

As for the charge: +2. For the HOMO-LUMO gap, the calculation gives 10.869 eV. The SMILES is C/C=[NH+]/[N@+]1(N)CN1. As for the spin multiplicity: 1.

---

Computed, not measured: 2 unconnected molecules or ions with the total composition C3H10N4O at a distorted geometry, with the ωB97M-V functional and the def2-TZVPD basis.

Geometry as XYZ:
```
18
Properties=species:S:1:pos:R:3:nbo_charge:R:1
N -0.5227 2.8569 0.3433 -0.847
C -0.6102 1.4245 0.3324 -0.082
C -1.7162 0.7997 -0.0362 -0.039
N -1.8974 -0.6083 -0.2212 -0.863
H 0.1280 3.1757 -0.3573 0.363
H -0.1410 3.1607 1.2252 0.358
H 0.3410 0.9392 0.5219 0.182
H -2.5900 1.3755 -0.3282 0.188
H -2.7178 -0.8384 -0.7515 0.379
H -1.8928 -1.1052 0.6569 0.382
N 1.4497 -1.6681 1.0212 -0.849
C 1.8652 -1.2166 -0.2187 0.771
N 0.9086 -1.2963 -1.2126 -0.885
O 2.9765 -0.7617 -0.4020 -0.644
H 2.2579 -1.8288 1.6017 0.392
H 0.8675 -2.4859 0.9498 0.381
H -0.0343 -0.9227 -1.0495 0.424
H 1.3279 -1.0002 -2.0751 0.389
```

For the HOMO-LUMO gap, the calculation gives 9.811 eV. The SMILES is N/C=C/N.NC(N)=O. As for the spin multiplicity: 1.

---

Computed, not measured: a molecular structure, C3H10N5 at a distorted geometry, with the ωB97M-V functional and the def2-TZVPD basis.

Geometry as XYZ:
```
18
Properties=species:S:1:pos:R:3:nbo_charge:R:1
C -1.3422 0.4245 -0.0601 0.626
C 1.1346 0.3460 -0.2735 0.590
C 2.0715 0.3535 0.8629 -0.697
N -0.0853 0.7349 -0.0899 -0.548
N -1.7758 -0.8490 -0.0206 -0.502
N -2.2851 1.4386 -0.1654 -0.782
N 1.5242 0.1209 -1.5141 -0.721
N -0.3529 -1.8561 0.6535 -0.583
H 2.0064 1.3216 1.5130 0.281
H 3.0723 0.2811 0.6189 0.235
H 1.8224 -0.6204 1.4313 0.278
H -2.7032 -0.9872 0.5236 0.411
H -2.0447 2.2732 -0.5527 0.411
H -3.3423 1.3021 0.0258 0.423
H 2.4294 -0.0439 -1.7574 0.412
H 0.8388 0.3657 -2.2657 0.424
H -0.1124 -2.2188 -0.2251 0.369
H -0.8555 -2.3867 1.2955 0.372
```

As for the charge: +1. For the HOMO-LUMO gap, the calculation gives 9.952 eV. As for the spin multiplicity: 1.